Record 1
# C34H101N19O13

A 13-piece molecular cluster, C34H101N19O13 overall (ωB97M-V/def2-TZVPD, the OMol25 dataset).

The geometry in ORCA input format:
```
! RIJCOSX wB97M-V def2-TZVPD def2/J DEFGRID3
* xyz 0 1
C -4.70 14.31 5.77
O -3.80 14.26 6.51
N -5.88 13.94 6.18
N -4.70 14.79 4.57
H -6.06 13.57 7.10
H -6.54 13.77 5.44
H -3.86 15.03 4.07
H -5.48 14.42 4.05
C -2.68 18.04 12.06
O -3.31 17.11 11.58
N -1.56 18.03 12.71
N -3.08 19.31 12.04
H -1.10 18.83 13.12
H -1.20 17.13 12.96
H -2.53 20.00 12.54
H -3.93 19.68 11.63
C -1.47 15.81 4.47
O -1.94 15.43 3.45
N -0.68 16.86 4.53
N -1.30 15.18 5.60
H -0.08 16.91 5.34
H -0.60 17.57 3.81
H -0.63 15.56 6.25
H -1.96 14.45 5.85
C -3.05 8.25 7.53
O -3.45 7.73 8.54
N -2.19 9.20 7.48
N -3.54 7.98 6.43
H -1.80 9.48 6.59
H -1.71 9.49 8.32
H -3.07 8.34 5.61
H -4.45 7.55 6.38
C -2.94 13.48 9.79
O -2.84 13.17 10.98
N -2.66 12.64 8.79
N -3.37 14.66 9.43
H -2.25 11.72 8.89
H -2.87 12.97 7.86
H -3.54 15.31 10.18
H -3.31 14.92 8.45
C -0.57 10.66 10.94
O -1.06 10.66 9.79
N -0.84 11.41 11.99
N 0.50 9.97 11.18
H -0.33 11.34 12.86
H -1.59 12.06 11.77
H 0.97 10.19 12.05
H 0.96 9.47 10.43
C 1.39 11.95 6.09
C 1.88 12.97 7.09
C 1.10 13.00 8.44
O 1.65 14.01 9.36
C 0.83 14.30 10.42
N 3.30 12.84 7.38
H 0.51 12.27 5.52
H 1.30 10.98 6.57
H 2.09 11.71 5.29
H 1.80 13.93 6.57
H 1.17 11.98 8.81
H 0.07 13.23 8.19
H -0.21 14.34 10.10
H 1.14 15.23 10.90
H 0.96 13.42 11.07
H 3.56 13.49 8.11
H 3.76 13.27 6.59
C -7.02 14.56 13.89
C -6.04 14.93 12.79
C -6.66 15.66 11.65
O -7.66 14.94 10.93
C -7.17 14.08 9.93
N -5.04 15.70 13.46
H -7.77 13.89 13.47
H -7.64 15.42 14.15
H -6.60 14.07 14.77
H -5.54 14.00 12.53
H -5.89 16.06 10.99
H -7.12 16.54 12.09
H -6.28 13.62 10.36
H -6.80 14.56 9.03
H -7.93 13.39 9.53
H -4.39 16.22 12.89
H -4.59 15.08 14.11
C -0.21 14.44 15.21
C -1.57 14.04 14.59
C -2.80 13.92 15.61
O -2.69 12.73 16.40
C -3.58 12.54 17.47
N -1.78 14.91 13.50
H -0.41 15.41 15.67
H 0.61 14.50 14.50
H 0.13 13.75 15.98
H -1.42 13.07 14.12
H -3.61 13.79 14.89
H -2.97 14.78 16.26
H -4.33 11.85 17.07
H -4.12 13.43 17.78
H -3.05 12.12 18.33
H -1.09 14.55 12.85
H -2.60 14.47 13.10
C -0.75 17.48 8.49
C 0.53 17.63 7.63
C 1.65 18.38 8.39
O 2.75 18.65 7.48
C 3.80 19.50 8.06
N 1.01 16.30 7.26
H -1.19 18.37 8.96
H -0.54 16.88 9.37
H -1.62 17.08 7.97
H 0.35 18.20 6.72
H 2.06 17.75 9.18
H 1.34 19.23 8.99
H 4.60 19.69 7.34
H 4.41 18.98 8.79
H 3.44 20.42 8.53
H 1.80 16.27 6.64
H 1.37 15.96 8.14
C -5.63 7.65 13.15
C -5.02 8.07 11.83
C -3.49 8.28 11.95
O -3.07 9.20 12.99
C -3.69 10.44 12.97
N -5.41 7.18 10.81
H -5.21 6.68 13.39
H -6.72 7.57 13.09
H -5.44 8.24 14.05
H -5.49 9.03 11.60
H -3.14 8.66 10.99
H -3.06 7.29 12.12
H -3.53 10.93 12.01
H -3.29 11.12 13.72
H -4.78 10.42 12.97
H -4.87 6.34 10.94
H -4.78 7.38 10.04
C -0.16 7.87 4.41
C -1.24 8.22 3.42
C -1.71 9.67 3.52
O -2.07 10.01 4.89
C -2.52 11.35 4.90
N -0.73 7.96 2.08
H 0.43 7.02 4.06
H -0.54 7.57 5.39
H 0.50 8.71 4.60
H -2.06 7.57 3.73
H -2.61 9.66 2.91
H -0.95 10.30 3.05
H -1.79 12.12 4.63
H -2.91 11.58 5.88
H -3.24 11.65 4.14
H -1.25 8.58 1.47
H 0.16 8.43 2.09
C -8.99 10.13 7.57
C -7.87 10.57 6.62
C -6.43 10.55 7.19
O -6.31 11.47 8.28
C -5.62 10.85 9.38
N -7.99 9.81 5.38
H -8.91 10.70 8.50
H -8.99 9.09 7.89
H -10.00 10.17 7.15
H -8.00 11.64 6.47
H -5.86 10.98 6.37
H -5.97 9.58 7.37
H -5.09 11.60 9.96
H -4.84 10.18 9.00
H -6.28 10.22 9.98
H -7.90 8.83 5.61
H -7.10 9.95 4.93
*
```

## Properties
**Highest occupied orbital energy**: -8.171 eV


Record 2
# C34H13F15GeNO3PtS2SbSe4

C34H13F15GeNO3PtS2SbSe4 as an isolated structure (ωB97M-V/def2-TZVPD, the OMol25 dataset).

The geometry in ORCA input format:
```
! RIJCOSX wB97M-V def2-TZVPD def2/J DEFGRID3
* xyz -2 1
Pt -1.26 -0.74 -0.94
C -1.96 3.45 -0.23
C -3.15 3.35 0.48
C -3.85 2.17 0.55
C -3.36 1.01 -0.08
C -2.10 1.11 -0.71
C -1.42 2.30 -0.81
C -4.06 -0.23 -0.29
C -5.44 -0.40 -0.24
C -6.02 -1.50 -0.81
C -5.23 -2.41 -1.55
C -5.77 -3.44 -2.34
C -4.97 -4.24 -3.11
C -3.59 -4.04 -3.13
C -3.03 -3.04 -2.37
C -3.83 -2.23 -1.55
N -3.26 -1.22 -0.82
H -1.43 4.38 -0.32
H -3.54 4.23 0.97
H -4.78 2.13 1.10
H -0.49 2.38 -1.36
H -6.04 0.38 0.21
H -7.09 -1.63 -0.79
H -6.84 -3.56 -2.35
H -5.40 -5.01 -3.73
H -2.98 -4.62 -3.80
H -1.95 -2.87 -2.41
C -0.49 -3.43 2.11
S -0.11 -2.19 0.88
O -0.83 -0.96 1.17
O -0.54 -2.78 -0.38
O 1.34 -2.00 0.87
H -0.73 -2.95 3.05
H 0.39 -4.05 2.21
H -1.32 -4.02 1.74
Se -4.53 0.75 -4.68
Sb -2.37 -0.33 -4.53
Se -3.10 -2.22 -5.94
Se -0.86 0.50 -6.19
Se -0.66 -0.26 -2.90
F 0.30 2.00 2.22
C 0.99 2.86 1.44
C 1.67 2.37 0.34
C 2.28 3.31 -0.47
F 2.91 2.90 -1.58
C 2.29 4.67 -0.18
F 2.91 5.55 -0.98
C 1.66 5.11 0.98
F 1.69 6.41 1.31
C 0.99 4.20 1.79
F 0.37 4.62 2.90
Ge 1.92 0.18 0.28
S 0.85 -0.22 -1.43
C 3.84 -0.49 -0.12
C 4.51 -1.30 0.78
F 3.89 -1.84 1.85
C 5.86 -1.59 0.63
F 6.47 -2.41 1.51
C 6.57 -1.06 -0.44
F 7.88 -1.34 -0.58
C 5.90 -0.28 -1.38
F 6.57 0.23 -2.43
C 4.55 -0.03 -1.21
F 3.89 0.66 -2.15
C 2.39 0.35 2.20
C 1.96 -0.37 3.30
F 0.80 -1.06 3.28
C 2.70 -0.42 4.48
F 2.29 -1.21 5.50
C 3.86 0.31 4.60
F 4.59 0.27 5.73
C 4.28 1.10 3.53
F 5.39 1.86 3.64
C 3.55 1.08 2.35
F 4.04 1.81 1.33
*
```

## Properties
**Highest occupied orbital energy (alpha / beta)**: -0.503 / -0.502 eV


Record 3
# C34H18CdCl3F5IN7O2Se2

C34H18CdCl3F5IN7O2Se2 as an isolated structure (ωB97M-V/def2-TZVPD, the OMol25 dataset).

The geometry in ORCA input format:
```
! RIJCOSX wB97M-V def2-TZVPD def2/J DEFGRID3
* xyz 0 1
Cd 0.00 0.31 0.57
C 2.19 2.82 -2.85
C 2.31 1.33 -2.93
N 2.70 0.77 -4.05
C 2.83 -0.58 -4.10
C 2.64 -1.40 -3.03
C 2.83 -2.88 -3.20
O 3.97 -3.40 -2.48
C 2.23 -0.83 -1.79
C 2.19 -1.66 -0.61
N 1.66 -1.35 0.52
C 1.81 -2.23 1.62
C 1.84 -3.62 1.50
C 1.93 -4.43 2.62
C 2.00 -3.88 3.89
C 1.98 -2.50 4.04
C 1.89 -1.70 2.91
I 1.95 0.39 3.15
C 1.99 0.56 -1.74
O 1.54 1.19 -0.72
H 2.64 3.26 -3.74
H 2.68 3.20 -1.95
H 1.14 3.13 -2.80
H 3.11 -1.00 -5.07
H 2.93 -3.11 -4.26
H 1.97 -3.43 -2.82
H 4.73 -2.86 -2.71
H 2.73 -2.61 -0.69
H 1.74 -4.07 0.52
H 1.94 -5.51 2.49
H 2.07 -4.51 4.77
H 2.04 -2.05 5.02
Se -4.56 5.21 5.10
N -4.32 3.45 5.15
C -3.45 3.18 4.22
C -2.97 1.83 3.94
C -3.40 0.73 4.68
C -2.88 -0.51 4.39
C -1.96 -0.62 3.35
N -1.56 0.41 2.62
C -2.05 1.63 2.91
C -1.55 2.78 2.12
N -0.67 2.53 1.15
C -0.20 3.53 0.41
C -0.57 4.85 0.61
C -1.47 5.13 1.61
C -1.98 4.08 2.38
C -2.95 4.30 3.45
N -3.42 5.47 3.77
H -4.11 0.88 5.48
H -3.17 -1.39 4.95
H -1.52 -1.58 3.11
H 0.50 3.25 -0.37
H -0.16 5.63 -0.01
H -1.81 6.14 1.82
Cl -4.47 -3.16 -0.28
C -2.92 -4.00 -0.34
Cl -2.38 -4.18 -1.99
Cl -3.07 -5.59 0.43
C -1.93 -3.22 0.43
N -1.18 -2.60 1.04
F 0.59 0.75 -6.52
C 0.07 0.57 -5.31
C -0.33 1.65 -4.56
F -0.16 2.89 -5.03
C -0.89 1.45 -3.31
F -1.23 2.55 -2.62
C -1.06 0.18 -2.77
Se -1.96 -0.08 -1.10
C -0.61 -0.88 -3.54
F -0.69 -2.14 -3.10
C -0.07 -0.70 -4.80
F 0.34 -1.75 -5.52
*
```

## Properties
**Highest occupied orbital energy**: -7.377 eV


| no. | maximum force (Eh/bohr) |
| --- | --- |
| 1 | 0.1824 |
| 2 | 0.2143 |
| 3 | 0.0139 |